Entry from the OMol25 dataset: C12H25N5O3 in the gas phase (ωB97M-V/def2-TZVPD).

Element x y z (Å)
1 H 2.707 3.868 2.462
2 N 2.719 3.299 3.315
3 C 2.783 2.040 3.183
4 N 2.850 1.313 4.350
5 N 2.841 1.261 1.972
6 C 3.746 1.700 0.926
7 C 3.469 0.637 -0.140
8 C 2.318 1.040 -0.965
9 C 1.012 0.966 -0.247
10 N 0.018 0.450 -1.182
11 C -1.018 -0.248 -0.692
12 O -1.204 -0.477 0.476
13 C -2.074 -0.514 -1.781
14 N -1.419 -0.320 -3.062
15 C -2.829 -1.819 -1.666
16 C -1.767 -2.985 -1.183
17 C -3.971 -1.741 -0.656
18 C -4.775 -3.054 -0.393
19 C 0.547 2.325 0.482
20 O 1.039 3.391 0.270
21 O -0.539 2.216 1.311
22 H 3.687 0.730 4.230
23 H 2.837 1.892 5.291
24 H 3.165 0.287 2.148
25 H 4.823 1.822 1.307
26 H 3.328 2.561 0.301
27 H 3.339 -0.342 0.239
28 H 4.364 0.406 -0.896
29 H 2.288 0.429 -1.903
30 H 2.402 2.109 -1.328
31 H 1.020 0.309 0.708
32 H -0.083 0.519 -2.194
33 H -2.727 0.411 -1.508
34 H -2.020 -0.001 -3.853
35 H -1.124 -1.317 -3.376
36 H -3.233 -2.010 -2.767
37 H -2.219 -3.980 -1.326
38 H -1.750 -2.925 -0.035
39 H -0.586 -3.023 -1.569
40 H -3.488 -1.425 0.300
41 H -4.602 -0.907 -0.870
42 H -5.463 -3.530 -1.261
43 H -5.415 -2.724 0.523
44 H -4.124 -3.894 -0.173
45 H -0.872 1.256 1.231

Computed properties:
DFT total energy, eV: -26440.959
SMILES string: [H]/N=C(/N)NCCC[C@H](NC(=O)[C@@H](N)[C@@H](C)CC)C(=O)O
Spin multiplicity: 1
ΔE to the lowest compared entry with this formula, charge and spin, kcal per mole: 78.63
HOMO-LUMO gap, eV: 9.47
HOMO, eV: -8.9
LUMO level, eV: 0.579